Record 1
Formula: C6H10O
Source: the Open Molecules 2025 dataset
Level of theory: ωB97M-V/def2-TZVPD

```
17
Properties=species:S:1:pos:R:3
C -1.787 -0.432 0.206
C -0.326 -0.768 0.457
C 0.530 -1.118 -0.794
C 1.481 0.044 -0.453
O 1.104 1.285 -1.073
C 0.336 1.697 0.076
C 0.662 0.384 0.810
H -2.266 -0.004 1.094
H -2.333 -1.339 -0.076
H -1.903 0.281 -0.618
H -0.262 -1.558 1.211
H 0.983 -2.114 -0.750
H 0.035 -0.997 -1.763
H 2.560 -0.139 -0.496
H -0.729 1.852 -0.145
H 0.661 2.663 0.471
H 1.084 0.388 1.819
```

## Properties
HOMO-LUMO gap: 10.506 eV
ΔE to the lowest compared entry with this formula, charge and spin: 35.37 kcal per mole
HOMO: -9.4197 eV

---

Record 2
Formula: C6H10O
Source: the Open Molecules 2025 dataset
Level of theory: ωB97M-V/def2-TZVPD

```
17
Properties=species:S:1:pos:R:3
C 2.189 -0.103 0.442
C 0.805 -0.568 0.782
C -0.302 -0.467 0.043
C -1.558 -1.217 0.411
C -0.427 0.475 -1.131
C -0.831 1.843 -0.582
O -0.264 2.376 0.339
H 2.854 -0.976 0.473
H 2.260 0.329 -0.560
H 2.583 0.629 1.155
H 0.721 -1.110 1.724
H -1.615 -2.149 -0.166
H -1.568 -1.484 1.472
H -2.469 -0.649 0.188
H -1.167 0.138 -1.866
H 0.522 0.614 -1.664
H -1.700 2.335 -1.063
```

## Properties
HOMO-LUMO gap: 9.914 eV
ΔE to the lowest compared entry with this formula, charge and spin: 13.40 kcal per mole
HOMO: -8.9260 eV

---

Record 3
Formula: C6H10O
Source: the Open Molecules 2025 dataset
Level of theory: ωB97M-V/def2-TZVPD

```
17
Properties=species:S:1:pos:R:3
C 0.751 -0.964 -1.707
C -0.495 -0.214 -1.286
C -1.273 -0.660 -0.081
C -0.547 0.654 -0.048
C 0.634 0.859 0.870
C 0.292 0.780 2.341
O -0.811 0.588 2.791
H 0.488 -1.810 -2.353
H 1.283 -1.377 -0.843
H 1.449 -0.323 -2.258
H -1.085 0.160 -2.121
H -2.358 -0.649 -0.100
H -0.850 -1.469 0.510
H -1.180 1.535 -0.132
H 1.096 1.843 0.702
H 1.441 0.134 0.694
H 1.164 0.912 3.022
```

## Properties
HOMO-LUMO gap: 10.695 eV
ΔE to the lowest compared entry with this formula, charge and spin: 16.64 kcal per mole
HOMO: -9.6360 eV

---

Record 4
Formula: C6H10O
Source: the Open Molecules 2025 dataset
Level of theory: ωB97M-V/def2-TZVPD

```
17
Properties=species:S:1:pos:R:3
C 0.870 -1.693 -0.835
C 1.516 -0.555 -1.084
C 2.293 0.119 -0.020
O 2.926 1.136 -0.186
H 0.292 -2.212 -1.594
H 0.896 -2.145 0.155
H 1.504 -0.071 -2.057
H 2.265 -0.390 0.968
C -0.498 1.434 1.228
C -1.219 1.044 0.181
C -2.148 -0.134 0.169
H 0.168 2.291 1.175
H -0.547 0.905 2.179
H -1.140 1.601 -0.753
H -3.180 0.177 -0.032
H -2.131 -0.665 1.127
H -1.867 -0.843 -0.621
```

## Properties
HOMO-LUMO gap: 10.043 eV
ΔE to the lowest compared entry with this formula, charge and spin: 32.74 kcal per mole
HOMO: -9.6912 eV

---

Record 5
Formula: C6H10O
Source: the Open Molecules 2025 dataset
Level of theory: ωB97M-V/def2-TZVPD

```
17
Properties=species:S:1:pos:R:3
C 1.266 0.150 -1.479
C -0.211 0.232 -1.195
O -0.777 -1.056 -0.934
C -1.305 -1.067 0.385
C -0.664 0.127 1.098
C 0.842 -0.051 1.245
C -0.503 1.058 -0.045
H 1.372 -0.092 0.142
H 1.802 1.093 -1.324
H 1.536 -0.335 -2.425
H -0.684 0.667 -2.097
H -2.399 -0.960 0.366
H -1.049 -2.026 0.848
H -1.207 0.470 1.981
H 1.135 -1.058 1.566
H 1.290 0.707 1.889
H -0.444 2.140 -0.020
```

## Properties
HOMO-LUMO gap (spin up / spin down): 8.592 / 7.495 eV
ΔE to the lowest compared entry with this formula, charge and spin: 108.25 kcal per mole
HOMO (spin up / spin down): -8.0769 / -7.5266 eV

---

Record 6
Formula: C6H10O
Source: the Open Molecules 2025 dataset
Level of theory: ωB97M-V/def2-TZVPD

```
17
Properties=species:S:1:pos:R:3
O 1.907 -1.006 1.956
C 2.384 -0.872 0.850
C 1.668 -0.017 -0.197
C 0.348 0.594 0.545
C -0.835 0.711 -0.423
C -1.548 -0.539 -0.868
C -2.288 0.491 -0.059
H 3.358 -1.384 0.609
H 2.539 0.477 -0.780
H 1.254 -0.671 -0.961
H 0.587 1.554 1.012
H -0.067 -0.016 1.411
H -0.658 1.447 -1.198
H -1.784 -0.636 -1.924
H -1.282 -1.468 -0.367
H -3.035 1.093 -0.575
H -2.548 0.243 0.970
```

## Properties
HOMO-LUMO gap: 10.774 eV
ΔE to the lowest compared entry with this formula, charge and spin: 35.13 kcal per mole
HOMO: -9.6927 eV

---

Record 7
Formula: C6H10O
Source: the Open Molecules 2025 dataset
Level of theory: ωB97M-V/def2-TZVPD

```
17
Properties=species:S:1:pos:R:3
C 1.821 -0.623 0.079
C 0.565 0.137 0.508
C 0.260 1.405 -0.311
C -1.213 1.606 -0.505
C -1.829 0.346 0.005
C -0.754 -0.689 0.426
O -0.708 -1.776 -0.486
H 1.784 -0.917 -0.976
H 2.725 -0.018 0.212
H 1.943 -1.540 0.658
H 0.696 0.449 1.555
H 0.691 1.350 -1.329
H 0.719 2.308 0.108
H -2.542 -0.068 -0.729
H -2.586 0.605 0.773
H -0.958 -1.151 1.396
H -0.613 -1.427 -1.383
```

## Properties
HOMO-LUMO gap: 8.525 eV
ΔE to the lowest compared entry with this formula, charge and spin: 73.21 kcal per mole
HOMO: -8.4080 eV

---

Record 8
Formula: C6H10O
Source: the Open Molecules 2025 dataset
Level of theory: ωB97M-V/def2-TZVPD

```
17
Properties=species:S:1:pos:R:3
O 1.580 -0.724 1.307
C 1.368 -0.394 -0.028
C 0.107 -1.077 -0.410
C -1.125 -0.546 0.290
C -1.420 0.932 -0.038
C -0.142 1.672 -0.311
C 1.056 1.080 -0.375
H 1.144 -1.818 1.210
H 2.199 -0.720 -0.681
H 0.464 -2.374 0.487
H -0.010 -1.189 -1.504
H -0.921 -0.644 1.357
H -1.975 -1.177 0.020
H -2.072 1.022 -0.921
H -1.982 1.391 0.788
H -0.215 2.746 -0.494
H 1.921 1.642 -0.704
```

## Properties
HOMO-LUMO gap: 9.931 eV
ΔE to the lowest compared entry with this formula, charge and spin: 77.08 kcal per mole
HOMO: -9.4825 eV

---

Record 9
Formula: C6H10O
Source: the Open Molecules 2025 dataset
Level of theory: ωB97M-V/def2-TZVPD

```
17
Properties=species:S:1:pos:R:3
C 0.476 -1.880 0.770
C -0.522 -0.798 0.443
O -0.902 0.008 1.584
C -0.690 1.196 0.825
C 0.751 1.332 0.516
C -0.112 0.435 -0.352
C -0.191 0.525 -1.856
H 0.712 -2.461 -0.129
H 1.401 -1.451 1.165
H 0.060 -2.562 1.519
H -1.431 -1.232 -0.001
H -1.370 2.023 0.995
H 1.019 2.255 0.002
H 1.422 0.976 1.294
H 0.607 -0.061 -2.335
H -1.146 0.139 -2.234
H -0.082 1.556 -2.206
```

## Properties
HOMO-LUMO gap: 10.159 eV
ΔE to the lowest compared entry with this formula, charge and spin: 36.70 kcal per mole
HOMO: -9.0988 eV

---

Record 10
Formula: C6H10O
Source: the Open Molecules 2025 dataset
Level of theory: ωB97M-V/def2-TZVPD

```
17
Properties=species:S:1:pos:R:3
C -0.475 2.558 -0.573
C 0.054 1.199 -0.904
C 0.812 0.330 -0.238
O 0.969 0.090 1.092
C 1.008 -1.340 1.282
C -0.121 -2.223 0.899
C 0.904 -2.221 0.098
H -0.067 3.195 -1.368
H -0.098 2.936 0.379
H -1.565 2.671 -0.607
H -0.019 0.927 -1.954
H 1.383 -0.353 -0.854
H 1.647 -1.568 2.133
H -1.104 -2.615 1.101
H 1.346 -2.515 -0.839
H -1.554 0.197 0.711
H -1.686 -0.448 1.057
```

## Properties
HOMO-LUMO gap: 9.587 eV
ΔE to the lowest compared entry with this formula, charge and spin: 110.41 kcal per mole
HOMO: -8.4447 eV

---

Record 11
Formula: C6H10O
Source: the Open Molecules 2025 dataset
Level of theory: ωB97M-V/def2-TZVPD

```
17
Properties=species:S:1:pos:R:3
C -2.162 0.144 0.956
C -0.830 0.190 0.291
C -0.025 1.269 0.092
C 0.920 1.014 -0.956
C 1.041 -0.488 -1.005
C -0.248 -1.042 -0.364
O -0.138 -2.128 0.534
H -2.264 -0.779 1.535
H -2.948 0.129 0.189
H -2.334 1.011 1.599
H -0.217 2.256 0.509
H 3.570 1.629 -0.322
H 2.927 1.684 -0.708
H 1.225 -0.863 -2.016
H 1.924 -0.763 -0.410
H -0.913 -1.400 -1.159
H 0.472 -1.862 1.236
```

## Properties
HOMO-LUMO gap: 7.744 eV
ΔE to the lowest compared entry with this formula, charge and spin: 95.00 kcal per mole
HOMO: -8.0899 eV

---

Record 12
Formula: C6H10O
Source: the Open Molecules 2025 dataset
Level of theory: ωB97M-V/def2-TZVPD

```
17
Properties=species:S:1:pos:R:3
C 2.447 -0.042 0.654
O 1.120 -0.396 0.967
C 0.410 -0.810 -0.149
C -0.338 0.103 -1.094
C -1.325 1.148 -0.508
C -1.645 0.257 0.712
C -1.048 -0.874 -0.112
H 2.893 0.347 1.572
H 2.490 0.728 -0.130
H 3.026 -0.917 0.317
H 0.833 -1.688 -0.647
H -0.226 -0.115 -2.158
H -2.226 1.129 -1.141
H -0.992 2.174 -0.358
H -2.690 0.100 1.004
H -1.065 0.501 1.609
H -1.665 -1.645 -0.540
```

## Properties
HOMO-LUMO gap: 10.133 eV
ΔE to the lowest compared entry with this formula, charge and spin: 54.12 kcal per mole
HOMO: -9.0211 eV

---

Number 1: maximum force 0.6 eV Å⁻¹. Number 2: maximum force 0.6 eV Å⁻¹. Number 3: maximum force 0.5 eV Å⁻¹. Number 4: maximum force 0.5 eV Å⁻¹. Number 5: maximum force 1.7 eV Å⁻¹. Number 6: maximum force 2.2 eV Å⁻¹. Number 7: maximum force 0.6 eV Å⁻¹. Number 8: maximum force 4.1 eV Å⁻¹. Number 9: maximum force 0.5 eV Å⁻¹. Number 10: maximum force 0.4 eV Å⁻¹. Number 11: maximum force 0.4 eV Å⁻¹. Number 12: maximum force 0.8 eV Å⁻¹.